Record 1
{"formula": "C6H7BrCl2O2", "method": "wB97M-V/def2-TZVPD", "e_tot_ev": -105512.1900, "gap_ev": 6.689, "species": ["Br", "Cl", "Cl", "O", "O", "C", "C", "C", "C", "C", "C", "H", "H", "H", "H", "H", "H", "H"], "coordinates": [[-5.5494, 1.1617, 0.7021], [-1.3973, 1.0617, -1.5469], [-3.9589, -2.7112, -1.3937], [0.1669, -0.4058, -0.0872], [-1.9642, -0.7600, 0.1828], [-3.9682, -1.7099, 0.0728], [-3.7247, 0.9228, 0.4337], [-3.3153, -0.3268, 0.1255], [1.2732, 1.7593, -0.0706], [1.2557, 0.3446, -0.5625], [-1.0354, -0.0945, -0.3576], [2.2805, 2.1409, 0.0493], [1.2549, 0.2839, -1.6211], [-3.3411, -2.2360, 0.7324], [-5.0103, -1.4901, 0.3144], [2.1583, -0.1299, 0.0891], [0.9516, 2.3828, -0.8518], [0.7117, 1.7411, 0.8301]], "forces_ev_per_angstrom": [[-0.733, -0.093, -0.212], [0.302, -0.083, 0.067], [0.201, 0.184, -0.755], [-1.061, -0.799, 0.996], [3.220, 1.663, -0.101], [-1.062, 2.535, 0.029], [2.427, -1.233, -0.071], [-3.489, -0.855, -0.423], [0.687, -0.188, -0.706], [3.868, -0.531, 2.542], [-1.486, -0.012, -0.679], [0.338, -0.460, 0.622], [0.686, -0.466, -0.904], [-0.274, -1.236, 1.322], [0.162, -0.839, 0.400], [-1.943, 0.391, -2.471], [-1.380, 1.149, -0.506], [-0.461, 0.873, 0.851]]}

Record 2
{"formula": "C48H58BiBrN5OP2SSe", "method": "wB97M-V/def2-TZVPD", "e_tot_ev": -230861.2697, "total_charge": -1, "gap_ev": 6.384, "species": ["Bi", "Br", "Se", "S", "P", "P", "O", "N", "N", "N", "N", "N", "C", "C", "C", "C", "C", "C", "C", "C", "C", "C", "C", "C", "C", "C", "C", "C", "C", "C", "C", "C", "C", "C", "C", "C", "C", "C", "C", "C", "C", "C", "C", "C", "C", "C", "C", "C", "C", "C", "C", "C", "C", "C", "C", "C", "C", "C", "C", "C", "H", "H", "H", "H", "H", "H", "H", "H", "H", "H", "H", "H", "H", "H", "H", "H", "H", "H", "H", "H", "H", "H", "H", "H", "H", "H", "H", "H", "H", "H", "H", "H", "H", "H", "H", "H", "H", "H", "H", "H", "H", "H", "H", "H", "H", "H", "H", "H", "H", "H", "H", "H", "H", "H", "H", "H", "H", "H"], "coordinates": [[0.5896, -0.9339, 0.8195], [3.4571, -2.9569, -6.3646], [1.6437, -2.0243, 2.8953], [2.0965, -3.7833, -0.9698], [-1.7858, -2.5061, 1.5888], [1.6403, 1.5171, 1.6645], [1.9921, -0.0744, -1.2980], [-1.2233, 0.3410, 1.7386], [-1.0775, 2.9348, -2.0379], [2.1648, -5.1321, 1.2880], [-0.5559, 0.2560, -2.3746], [4.1456, -4.0328, 0.7093], [2.2039, 1.2065, 4.3819], [2.6662, -5.5895, 2.4531], [0.2150, 3.5405, 2.9710], [2.3061, -0.6595, -2.3731], [-4.5627, 0.8519, 0.1753], [3.9506, -5.2728, 2.7574], [-0.0061, -0.3676, -3.3503], [4.6491, -4.4459, 1.8425], [-3.3312, 1.1188, 0.7319], [3.6553, 2.0450, -0.1601], [-6.3466, -0.7413, -0.6438], [-3.5803, 4.0282, -2.6288], [1.7026, -1.5827, -4.5810], [-2.9015, -0.1052, -2.9077], [-2.1190, -2.5148, 3.4095], [-4.1904, 0.4088, -3.1612], [-4.1631, -1.4731, 0.3849], [-2.4760, 0.0893, 1.1749], [-2.1013, 2.1273, -2.4264], [3.6691, 2.8685, 3.2302], [-4.4332, 1.7484, -3.0950], [-2.5465, 4.8251, -2.2393], [-0.8229, 4.0799, 3.7040], [-1.8527, 0.7194, -2.5732], [2.1343, 4.0218, 0.3111], [-0.7068, 5.4240, 4.3705], [-1.9652, 3.2867, 3.8484], [-3.5711, -4.8408, 1.2730], [-2.0686, 2.0639, 3.2310], [2.2470, 2.5042, 0.2284], [2.8531, -4.3321, 0.4031], [2.8688, 1.5758, 3.0542], [-2.2513, -4.1617, 0.9008], [1.3374, -0.9054, -3.4069], [2.9826, -2.0297, -4.7657], [-1.3057, 4.2167, -1.9441], [-2.0428, -4.1303, -0.6158], [6.0309, -3.9793, 2.1837], [-1.0439, 1.5416, 2.4053], [-5.0099, -0.4553, -0.0168], [-3.5665, -2.2639, 3.8223], [3.9607, -1.7946, -3.7868], [-1.5259, -3.7601, 4.0608], [3.6348, -1.1291, -2.6384], [-2.9215, -1.2344, 0.9760], [-3.3879, 2.6312, -2.7246], [1.7535, -6.3793, 3.3299], [0.1482, 2.2900, 2.3409], [0.1131, 6.0020, 3.9418], [6.4771, -3.4924, 1.3211], [3.7155, 0.9588, -0.1902], [-2.1117, -5.1394, -1.0303], [4.4396, 2.6951, 3.9870], [4.9693, -2.1577, -3.9401], [2.3277, -6.9756, 4.0356], [-0.5160, 5.3273, 5.4429], [-7.1600, -0.2741, -0.0835], [2.7768, 4.4524, 1.0825], [-3.0052, 2.1467, 0.8184], [-3.6408, -2.2678, 4.9141], [-3.9246, -1.2994, 3.4620], [-2.8060, -3.5155, -1.0988], [-4.2469, -3.0286, 3.4410], [-4.9899, -0.2761, -3.4187], [-1.0649, -3.7241, -0.8818], [6.6581, -4.8079, 2.5175], [1.6703, 0.2598, 4.3119], [1.1175, -7.0417, 2.7408], [-2.7204, -1.1708, -2.9796], [3.5552, 0.7645, 2.7879], [-1.5990, -3.6818, 5.1490], [1.1100, 4.3367, 0.5085], [4.4015, -5.6039, 3.6810], [1.5794, 2.1471, -0.5637], [-1.5069, -1.6660, 3.7372], [-1.6224, 6.0075, 4.2550], [-5.1836, 1.6821, -0.1473], [-0.4691, -3.8335, 3.8005], [1.1114, -5.6992, 3.8912], [5.9631, -3.2579, 3.0015], [4.4194, 2.4312, 0.5184], [-1.4529, -4.7803, 1.3332], [4.3756, -0.9816, -1.8619], [-2.6586, 5.8977, -2.1500], [-6.3953, -0.3623, -1.6681], [2.4382, 4.4527, -0.6475], [-4.4847, -2.4941, 0.2304], [-3.5507, -5.8775, 0.9223], [1.5098, 1.9886, 4.6973], [-2.7887, 3.6379, 4.4632], [1.1872, -5.2554, 1.0662], [3.8866, 2.4030, -1.1657], [0.9535, -1.7443, -5.3490], [-0.4731, 4.8321, -1.6174], [-0.5647, -0.4663, -4.2957], [-2.0472, -4.6734, 3.7588], [4.1670, 3.2053, 2.3239], [-3.7416, -4.8595, 2.3487], [2.9790, 1.1102, 5.1476], [3.0401, 3.6798, 3.5994], [-2.9656, 1.4735, 3.3661], [-6.5399, -1.8146, -0.6777], [-4.5543, 4.4446, -2.8614], [-4.4323, -4.3665, 0.8055], [-5.4149, 2.1541, -3.3103], [1.1279, 4.1166, 2.8791]], "forces_ev_per_angstrom": [[0.242, -0.144, 0.128], [-0.001, -0.003, -0.001], [0.088, -0.055, -0.100], [-0.208, -0.077, 0.014], [-0.056, 0.074, -0.082], [-0.280, 0.122, -0.202], [0.346, -0.011, 0.426], [-0.129, -0.032, 0.004], [-0.050, -0.033, -0.025], [-0.023, 0.041, -0.007], [-0.110, -0.156, -0.040], [-0.042, 0.041, -0.002], [-0.021, 0.031, -0.003], [-0.018, 0.010, 0.005], [0.036, 0.020, -0.003], [-0.318, -0.239, -0.226], [-0.007, 0.036, -0.002], [-0.003, 0.005, -0.011], [0.036, 0.079, 0.069], [0.028, -0.005, 0.026], [0.030, 0.021, -0.066], [0.099, 0.015, 0.068], [-0.026, -0.012, 0.004], [-0.034, -0.040, 0.030], [-0.035, 0.014, -0.016], [-0.011, -0.031, -0.037], [0.008, 0.047, 0.024], [0.076, 0.021, -0.042], [0.019, -0.011, -0.082], [0.057, 0.042, -0.057], [0.042, -0.034, 0.006], [0.034, 0.001, 0.005], [0.017, -0.001, -0.031], [0.050, 0.002, 0.022], [0.000, -0.053, 0.011], [0.146, 0.105, -0.048], [-0.023, 0.052, 0.005], [-0.004, 0.024, 0.002], [-0.001, 0.014, 0.010], [-0.005, -0.019, 0.019], [0.010, -0.034, -0.043], [0.022, -0.052, -0.050], [0.140, 0.052, -0.034], [0.062, -0.043, -0.033], [-0.011, -0.020, 0.026], [0.035, 0.164, -0.003], [0.060, 0.020, 0.073], [-0.036, -0.001, -0.001], [-0.024, 0.023, -0.027], [0.003, -0.014, -0.001], [-0.083, -0.016, -0.037], [0.027, 0.000, 0.055], [-0.020, -0.006, 0.016], [-0.038, -0.007, -0.075], [0.001, -0.049, -0.011], [-0.013, 0.072, 0.037], [-0.054, -0.026, 0.082], [-0.086, 0.025, 0.054], [-0.013, -0.008, 0.002], [0.053, 0.047, 0.090], [0.001, -0.004, 0.004], [0.008, -0.007, -0.002], [-0.008, 0.012, 0.000], [-0.003, 0.001, 0.002], [0.001, 0.009, 0.000], [-0.005, -0.007, 0.002], [-0.007, 0.006, 0.006], [-0.006, -0.007, -0.002], [0.000, 0.003, -0.005], [0.003, -0.016, -0.007], [0.017, 0.024, 0.019], [-0.001, 0.010, -0.003], [0.007, -0.002, -0.017], [0.007, -0.007, 0.003], [0.013, -0.004, 0.001], [0.049, 0.003, -0.040], [0.012, -0.027, 0.021], [-0.005, 0.007, 0.003], [0.009, 0.017, -0.001], [0.010, -0.004, 0.003], [0.007, 0.000, 0.016], [0.007, -0.007, 0.027], [-0.002, 0.004, -0.007], [-0.033, 0.006, -0.011], [-0.001, 0.009, 0.000], [-0.028, 0.032, 0.001], [-0.013, 0.003, 0.003], [0.003, -0.004, -0.006], [0.016, -0.012, -0.010], [0.041, -0.046, -0.008], [-0.030, 0.071, -0.007], [0.006, -0.001, -0.004], [-0.025, 0.024, -0.039], [0.024, 0.007, -0.047], [-0.004, -0.003, 0.001], [0.005, -0.002, 0.005], [-0.018, 0.016, 0.058], [0.001, -0.014, -0.001], [-0.013, -0.015, 0.027], [0.001, 0.003, 0.001], [0.018, 0.004, 0.009], [0.006, 0.003, -0.005], [-0.007, -0.019, 0.009], [-0.009, 0.011, -0.002], [0.009, 0.001, 0.000], [0.038, 0.018, 0.013], [-0.030, -0.063, 0.038], [0.016, 0.014, 0.007], [-0.022, -0.018, 0.023], [0.009, 0.007, -0.013], [-0.007, -0.030, 0.004], [-0.006, -0.001, -0.004], [-0.023, -0.003, -0.021], [-0.001, -0.003, 0.005], [-0.002, -0.006, 0.002], [-0.008, 0.028, 0.011], [-0.012, 0.003, 0.014], [-0.002, -0.013, 0.006]]}

HOMO level? In order: -7.3; -4.0 eV.
Energy relative to the best compared isomer or geometry (same formula, charge and spin)? In order: 4.538; 0.000 eV.